Molecular formula: C7H9ClN2O6Pd
Method: DFT, wB97M-V/def2-TZVPD

Last column: Löwdin charge in e.
Atoms and positions in Å:
Pd -0.386 -1.096 0.377  0.275
O 2.610 0.174 1.739  -0.388
Cl 1.718 -0.928 2.020  0.615
O 2.153 -1.664 3.198  -0.405
O 1.826 -1.854 0.903  -0.433
O 0.437 -0.326 2.410  -0.463
C -2.663 -3.177 0.548  -0.259
O -3.006 -2.318 -0.503  -0.249
C -2.009 -1.244 -0.795  -0.565
O -2.395 -0.585 -1.736  -0.128
H -3.551 -3.774 0.793  0.051
H -2.338 -2.627 1.440  0.035
H -1.845 -3.861 0.281  0.052
N -0.496 2.311 1.186  0.159
C -0.204 3.411 0.482  -0.384
C -0.287 4.691 1.097  -0.053
C 0.020 5.810 0.365  -0.136
C 0.407 5.679 -0.970  -0.137
C 0.454 4.390 -1.479  -0.186
N 0.165 3.288 -0.802  0.121
H -0.777 2.409 2.144  0.091
H -0.469 1.344 0.846  0.044
H -0.590 4.766 2.134  0.092
H -0.040 6.789 0.829  0.087
H 0.658 6.533 -1.584  0.071
H 0.746 4.230 -2.514  0.093

Summary:
largest force on an atom = 3.43 eV Å⁻¹
relative energy (zero: lowest compared OMol25 entry of this formula, charge and spin) = 53.3 kcal/mol
DFT total energy = -1420.87288 hartree
frontier orbital gap = 0.1502 Ha
lowest unoccupied orbital energy = 4.94 eV
total charge = -2



Molecular formula: C7H9ClOS
Method: DFT, wB97M-V/def2-TZVPD

Last column: Löwdin charge in e.
Atoms and positions in Å:
O 0.587 -0.873 1.817  -0.009
C -0.312 -0.062 2.279  -0.940
Cl -1.324 -0.753 3.593  0.632
C -0.160 1.447 2.243  -0.082
C -1.073 0.752 1.232  -0.085
H 1.517 -0.628 2.005  0.143
H 0.749 1.842 1.845  0.100
H -0.528 1.928 3.064  0.062
H -2.173 0.968 1.133  0.131
H -0.573 0.682 0.352  0.037
C 0.912 0.040 -2.602  -0.242
C 1.012 -0.619 -1.367  -0.208
C -0.026 -1.527 -1.289  -0.439
S -1.162 -1.456 -2.582  0.972
C -0.212 -0.223 -3.326  -0.442
H 1.803 0.787 -2.928  0.152
H 1.794 -0.352 -0.708  0.085
H -0.378 -2.184 -0.479  0.069
H -0.453 0.232 -4.282  0.063

Summary:
largest force on an atom = 4.34 eV Å⁻¹
relative energy (zero: lowest compared OMol25 entry of this formula, charge and spin) = 39.1 kcal/mol
DFT total energy = -1205.66155 hartree
frontier orbital gap = 0.3509 Ha
lowest unoccupied orbital energy = 0.61 eV
SMILES = OC1(Cl)CC1.c1ccsc1



Molecular formula: C7H9F
Method: DFT, wB97M-V/def2-TZVPD

Last column: Löwdin charge in e.
Atoms and positions in Å:
C 1.373 1.846 0.117  -0.103
C 0.924 0.562 -0.343  -0.565
C 1.664 -0.704 -0.099  -0.144
C 2.497 -1.605 -0.260  0.076
C -0.551 0.275 0.215  -0.298
C -1.013 -0.277 1.479  -0.108
C -1.481 0.043 -0.754  -0.175
H 0.370 2.182 1.240  0.190
H 2.871 1.543 0.508  0.200
H 1.018 2.682 -1.241  0.201
H 0.805 0.601 -1.446  0.111
H 2.863 -2.772 -0.192  0.103
H -2.135 -0.414 1.332  0.092
H -0.505 -1.303 2.023  0.151
H -0.748 0.451 2.338  0.081
H -1.383 0.519 -1.684  0.108
F -2.625 -0.481 -0.557  0.079

Summary:
largest force on an atom = 5.00 eV Å⁻¹
relative energy (zero: lowest compared OMol25 entry of this formula, charge and spin) = 231.8 kcal/mol
DFT total energy = -371.58626 hartree
frontier orbital gap = 0.3312 Ha
lowest unoccupied orbital energy = -0.07 eV



Molecular formula: C7H9F
Method: DFT, wB97M-V/def2-TZVPD

Last column: Löwdin charge in e.
Atoms and positions in Å:
C 0.928 2.168 0.009  -0.056
C 0.880 0.676 -0.066  -0.255
C 1.951 -0.169 0.051  -0.046
C 1.529 -1.626 0.062  -0.146
C -0.014 -1.425 -0.084  -0.006
C -0.347 -0.109 -0.042  -0.188
C -1.715 0.516 -0.056  -0.171
F -2.723 -0.402 0.100  -0.037
H 0.016 2.610 -0.361  0.056
H 0.883 2.508 1.074  0.096
H 1.827 2.656 -0.454  0.096
H 2.931 0.142 -0.072  0.080
H 1.979 -2.201 -0.756  0.111
H 1.979 -2.205 0.881  0.115
H -0.695 -2.259 -0.157  0.099
H -1.890 0.917 -1.042  0.124
H -1.793 1.270 0.740  0.131

Summary:
largest force on an atom = 2.40 eV Å⁻¹
relative energy (zero: lowest compared OMol25 entry of this formula, charge and spin) = 9.8 kcal/mol
DFT total energy = -371.94017 hartree
frontier orbital gap = 0.3396 Ha
lowest unoccupied orbital energy = 1.00 eV
SMILES = CC1=CCC=C1CF



Molecular formula: C7H9F2N3
Method: DFT, wB97M-V/def2-TZVPD

Last column: Löwdin charge in e.
Atoms and positions in Å:
C 1.764 -2.539 -0.241  -0.069
C 0.947 -1.398 0.232  -0.281
C 0.986 -0.737 1.515  -0.075
N 0.034 0.206 1.560  0.075
N -0.519 0.258 0.407  -0.157
N -1.594 1.079 0.151  -0.153
C -1.574 2.367 0.746  -0.081
C -2.924 0.687 -0.012  -0.027
C -3.332 -0.515 -0.377  -0.261
F -2.546 -1.638 -0.417  0.072
F -4.651 -0.876 -0.625  0.053
C -0.040 -0.727 -0.470  0.003
H 1.076 -3.227 -0.733  0.072
H 2.498 -2.114 -0.936  0.079
H 2.227 -3.120 0.659  0.113
H 1.420 -1.048 2.433  0.092
H -1.966 2.262 1.801  0.107
H -2.307 3.070 0.072  0.141
H -0.629 2.772 0.686  0.052
H -3.568 1.566 0.016  0.126
H -0.398 -0.704 -1.469  0.120

Summary:
largest force on an atom = 3.65 eV Å⁻¹
relative energy (zero: lowest compared OMol25 entry of this formula, charge and spin) = 26.8 kcal/mol
DFT total energy = -636.00211 hartree
frontier orbital gap = 0.3323 Ha
lowest unoccupied orbital energy = 0.80 eV
SMILES = Cc1cnn(N(C)C=C(F)F)c1



Molecular formula: C7H9F3N2O
Method: DFT, wB97M-V/def2-TZVPD

Last column: Löwdin charge in e.
Atoms and positions in Å:
C 1.093 1.508 -0.703  -0.553
C 0.194 2.077 0.495  -0.076
C -0.683 0.917 1.170  -0.118
C 0.338 -1.603 -0.063  -0.141
C 0.880 -0.775 -1.358  -0.248
C -1.374 -0.037 0.164  -0.119
C -2.769 0.328 -0.265  -0.530
N -1.107 -1.382 -0.043  0.060
N 0.473 0.518 -1.299  0.049
O 2.132 2.092 -0.959  0.043
F -2.984 1.611 -0.554  0.164
F -3.020 -0.393 -1.410  0.108
F -3.742 0.038 0.674  0.117
H 0.814 2.551 1.264  0.091
H -0.545 2.981 0.089  0.164
H -0.068 0.222 1.940  0.150
H -1.648 1.339 1.761  0.154
H 0.480 -2.769 -0.315  0.159
H 0.862 -1.128 0.804  0.110
H 2.000 -0.995 -1.342  0.144
H 0.353 -1.356 -2.214  0.127
H -1.651 -1.911 -0.705  0.142

Summary:
largest force on an atom = 4.15 eV Å⁻¹
relative energy (zero: lowest compared OMol25 entry of this formula, charge and spin) = 55.3 kcal/mol
DFT total energy = -756.37257 hartree
frontier orbital gap (alpha / beta) = 0.2890 / 0.2892 Ha
lowest unoccupied orbital energy (alpha / beta) = -0.71 / -0.71 eV